87
Properties=species:S:1:pos:R:3 method="wB97M-V/def2-TZVPD" lumo_energy_ha=0.01790 smiles="NCCC[C@]1([PH2]=S)C(=O)NC[C@@H]1CCc1ccccc1.CCN(CC)CC.CCN(CC)CC" largest_force_ev_per_a=1.48 homo_lumo_gap_ev=8.707
N 1.28097 -3.48391 -1.34118
C 1.07067 -2.32944 -2.20811
C 0.49350 -1.07426 -1.50553
C -0.46172 -0.33058 -2.43743
C -1.37621 0.75382 -1.81174
P -2.57218 1.22967 -3.14942
S -2.68819 3.09962 -3.65958
C -0.54414 1.94652 -1.31478
O 0.09449 2.68417 -1.97989
N -0.58338 2.02800 0.10222
C -1.21852 0.78862 0.57779
C -2.15681 0.38728 -0.52985
C -2.81972 -0.99129 -0.43822
C -4.20038 -0.95082 0.26410
C -5.32120 -1.15828 -0.72359
C -5.59152 -2.44370 -1.20144
C -6.58041 -2.63530 -2.15715
C -7.30133 -1.54487 -2.63025
C -7.04922 -0.26434 -2.15187
C -6.05965 -0.07238 -1.19219
H 2.09665 -3.37684 -0.75732
H 0.46333 -3.64992 -0.77381
H 2.01497 -2.08422 -2.68210
H 0.39028 -2.63849 -2.99772
H 0.01128 -1.41620 -0.60257
H 1.32785 -0.40978 -1.29478
H 0.13690 0.18361 -3.18635
H -1.09177 -1.04941 -2.95262
H -2.19117 0.43560 -4.24041
H -3.79098 0.65862 -2.74234
H -1.13555 2.83771 0.36810
H -1.72497 0.84827 1.53627
H -0.42063 0.06810 0.70941
H -2.98126 1.10899 -0.51500
H -2.17410 -1.71171 0.05746
H -2.95841 -1.35757 -1.45237
H -4.24046 -1.73424 1.01233
H -4.34037 0.00157 0.76513
H -5.01454 -3.27073 -0.81990
H -6.77681 -3.63231 -2.51350
H -8.07119 -1.69310 -3.37240
H -7.61069 0.58210 -2.51218
H -5.83232 0.90545 -0.79605
C -2.89365 5.41351 3.47149
C -2.42477 4.88808 4.82030
N -2.48096 3.44194 4.92326
C -2.30507 2.95196 6.27900
C -0.95533 3.18938 6.96863
C -1.77355 2.71353 3.88746
C -0.27074 2.97732 3.71214
H -3.89561 5.04964 3.24003
H -2.92386 6.50311 3.49208
H -2.22374 5.12399 2.66074
H -3.08273 5.29758 5.59106
H -1.42016 5.29077 5.02495
H -2.52324 1.88040 6.28652
H -3.08654 3.41114 6.89231
H -0.17829 2.52987 6.58506
H -1.05036 2.98659 8.03712
H -0.61584 4.21979 6.86194
H -2.26894 2.92619 2.93430
H -1.93249 1.64394 4.05222
H -0.03461 4.04115 3.75131
H 0.05881 2.60908 2.73761
H 0.32570 2.46551 4.46551
C 4.81596 -0.91433 -1.77126
C 6.23381 -1.41212 -1.54121
N 6.32013 -2.85762 -1.45986
C 7.60248 -3.33154 -0.97006
C 8.84984 -3.06424 -1.82232
C 5.75978 -3.58511 -2.58616
C 6.32033 -3.29275 -3.98495
H 4.14120 -1.30446 -1.00637
H 4.79033 0.17475 -1.72200
H 4.43460 -1.20451 -2.75148
H 6.58713 -1.00579 -0.58991
H 6.88636 -0.98696 -2.32026
H 7.52224 -4.40638 -0.78675
H 7.75971 -2.88022 0.01469
H 8.89543 -3.71389 -2.69507
H 9.74592 -3.25874 -1.22982
H 8.90181 -2.02908 -2.16045
H 4.68275 -3.39828 -2.60595
H 5.85308 -4.65308 -2.37614
H 6.44044 -2.22346 -4.16390
H 5.63113 -3.67317 -4.74148
H 7.28039 -3.77758 -4.15347